No. 1
Computed, not measured: 7 unconnected molecules or ions with the total composition C12H22Br10Cl6 at a distorted geometry, with ωB97M-V/def2-TZVPD.

Last column: Löwdin charge in e.
Cartesian coordinates (Å):
Br1 -0.37 -0.27 6.77  0.57
C1 -1.21 -2.03 6.99  -0.69
C2 -1.06 -2.50 8.46  -0.63
Br2 -2.49 -1.60 9.54  0.55
H1 -0.76 -2.64 6.21  0.05
H2 -2.27 -2.02 6.70  0.05
H3 -0.08 -2.41 8.94  0.06
H4 -1.41 -3.53 8.40  0.05
Br3 5.48 -8.16 1.13  0.59
C3 5.85 -8.37 -0.80  -0.68
C4 5.75 -7.03 -1.49  -0.65
Br4 6.40 -7.17 -3.40  0.54
H5 5.15 -9.11 -1.18  0.06
H6 6.88 -8.73 -0.90  0.05
H7 6.38 -6.22 -1.12  0.05
H8 4.75 -6.61 -1.52  0.06
Br5 5.78 6.53 2.09  0.49
C5 5.30 5.87 0.21  -0.59
C6 5.97 6.73 -0.87  -0.70
Br6 5.64 8.60 -0.55  0.60
H9 4.23 6.08 0.18  0.04
H10 5.51 4.80 0.23  0.05
H11 5.68 6.68 -1.92  0.05
H12 7.05 6.55 -0.88  0.06
Br7 -5.99 4.59 7.13  0.56
C7 -5.41 3.59 5.49  -0.69
C8 -6.60 3.53 4.53  -0.65
Br8 -5.79 2.73 2.88  0.58
H13 -5.20 2.56 5.79  0.05
H14 -4.54 3.98 4.96  0.04
H15 -6.90 4.52 4.19  0.05
H16 -7.41 2.94 4.97  0.06
Br9 2.11 3.21 -6.50  0.62
C9 0.45 3.95 -7.24  -0.67
C10 -0.62 3.04 -6.71  -0.70
Br10 -2.47 3.74 -7.06  0.54
H17 0.52 3.94 -8.33  0.07
H18 0.29 4.93 -6.79  0.06
H19 -0.57 2.86 -5.64  0.04
H20 -0.62 2.07 -7.23  0.05
C11 -6.25 -4.34 -5.97  -1.46
Cl1 -6.28 -3.44 -7.54  0.49
Cl2 -6.18 -3.18 -4.59  0.47
Cl3 -4.90 -5.51 -5.74  0.49
H21 -7.22 -4.83 -5.86  0.01
C12 -0.69 -1.58 -1.18  -1.48
Cl4 0.04 -2.23 -2.69  0.47
Cl5 0.68 -0.77 -0.38  0.48
Cl6 -1.26 -2.92 -0.15  0.51
H22 -1.35 -0.80 -1.55  0.02

Spin multiplicity = 1
HOMO = -9.8 eV
Kohn-Sham gap = 9.92 eV
E = -788358.9935 eV
SMILES = ClC(Cl)Cl.ClC(Cl)Cl.BrCCBr.BrCCBr.BrCCBr.BrCCBr.BrCCBr
Energy above the lowest of the compared OMol25 structures with the same formula, charge and spin = 58.4 kcal per mole
LUMO = 0.00298 hartree

=====

No. 2
Computed, not measured: 5 unconnected molecules or ions with the total composition C24H31BF4N5O17PS at a distorted geometry, with ωB97M-V/def2-TZVPD.

Last column: Löwdin charge in e.
Cartesian coordinates (Å):
C1 -1.98 2.84 1.58  -0.06
C2 -1.46 1.41 1.39  -0.26
O1 -2.57 0.54 1.66  -0.16
C3 -2.18 -0.83 1.63  -0.15
C4 -3.25 -1.58 0.79  -0.11
O2 -2.71 -2.56 -0.11  0.00
C5 -1.85 -2.02 -1.00  -0.17
C6 -2.18 -1.22 -2.01  -0.04
C7 -3.62 -0.80 -2.29  0.00
C8 -3.94 0.61 -1.83  -0.42
O3 -5.08 0.96 -1.67  0.16
F1 -2.94 1.50 -1.64  0.11
C9 -1.11 -0.68 -2.95  -0.25
O4 -1.32 -0.58 -4.13  0.16
C10 0.22 -0.34 -2.25  0.00
C11 0.56 -1.21 -1.22  -0.03
C12 1.71 -1.05 -0.49  0.02
B1 2.15 -1.99 0.74  -0.45
O5 2.82 -3.17 0.54  0.16
C13 1.76 -1.49 2.20  -0.13
C14 2.43 -2.40 3.27  -0.11
C15 2.55 0.00 -0.87  -0.19
N1 3.77 0.10 -0.10  0.10
C16 4.70 -0.52 -0.60  -0.75
S1 5.97 -1.11 -1.26  0.86
C17 2.23 0.89 -1.89  -0.07
P1 3.41 2.23 -2.30  0.51
O6 3.72 2.13 -3.72  -0.23
O7 4.81 2.18 -1.50  -0.13
O8 2.72 3.66 -1.91  -0.11
C18 1.02 0.74 -2.59  0.00
C19 0.54 1.66 -3.70  -0.56
F2 1.18 2.81 -3.83  0.14
F3 0.68 1.01 -4.88  0.14
F4 -0.76 1.99 -3.58  0.15
C20 -0.37 -2.37 -0.90  -0.22
O9 0.02 -3.48 -0.62  0.17
H1 -3.00 2.95 1.19  0.08
H2 -1.32 3.51 1.01  0.07
H3 -1.98 3.07 2.65  0.08
H4 -0.67 1.15 2.11  0.12
H5 -1.14 1.25 0.34  0.11
H6 -1.14 -0.99 1.28  0.11
H7 -2.22 -1.20 2.68  0.09
H8 -3.90 -0.84 0.32  0.12
H9 -3.88 -2.14 1.49  0.12
H10 -4.25 -1.54 -1.77  0.14
H11 -3.77 -0.91 -3.37  0.14
H12 2.39 -3.57 -0.23  0.11
H13 0.67 -1.60 2.34  0.10
H14 1.99 -0.43 2.35  0.10
H15 2.20 -3.46 3.09  0.08
H16 2.13 -2.16 4.30  0.07
H17 3.52 -2.27 3.17  0.08
H18 4.78 2.59 -0.63  0.09
H19 2.91 3.80 -0.97  0.08
C21 9.47 1.44 -0.79  0.05
N2 9.24 0.93 0.58  -0.45
O10 10.20 0.88 1.33  0.08
O11 8.11 0.59 0.86  0.03
H20 10.52 1.70 -0.90  0.09
H21 9.20 0.66 -1.49  0.10
H22 8.84 2.32 -0.93  0.10
C22 -4.29 -3.25 5.05  0.06
N3 -3.13 -2.90 4.19  -0.43
O12 -2.45 -1.95 4.52  0.06
O13 -2.94 -3.59 3.21  0.07
H23 -4.33 -2.56 5.88  0.07
H24 -5.18 -3.18 4.43  0.10
H25 -4.13 -4.27 5.40  0.11
C23 -7.55 -0.33 6.72  0.05
N4 -6.07 -0.33 6.88  -0.45
O14 -5.48 0.67 6.55  0.09
O15 -5.57 -1.34 7.32  0.04
H26 -7.86 0.62 6.32  0.10
H27 -7.81 -1.14 6.04  0.10
H28 -7.98 -0.50 7.71  0.10
C24 0.83 2.68 -7.75  0.04
N5 0.30 3.23 -9.03  -0.46
O16 -0.87 3.55 -9.06  0.06
O17 1.09 3.33 -9.95  0.06
H29 0.03 2.66 -7.02  0.08
H30 1.20 1.68 -7.95  0.10
H31 1.63 3.34 -7.42  0.10

Spin multiplicity = 1
HOMO = -9.8 eV
Kohn-Sham gap = 8.59 eV
E = -99309.7246 eV
LUMO = -0.04614 hartree

=====

No. 3
Computed, not measured: 5 unconnected molecules or ions with the total composition C21H50N4O6Si at a distorted geometry, with ωB97M-V/def2-TZVPD.

Last column: Löwdin charge in e.
Cartesian coordinates (Å):
C1 4.67 -1.22 0.03  -0.10
C2 4.53 0.30 0.15  -0.27
C3 3.45 0.71 1.16  -0.22
C4 3.29 2.24 1.13  -0.21
C5 2.34 2.72 0.02  -0.27
C6 0.91 3.00 0.52  -0.29
Si1 -0.42 2.72 -0.78  0.63
O1 -1.03 1.16 -0.77  -0.27
C7 -0.11 0.11 -0.57  -0.26
C8 -0.89 -1.13 -0.13  -0.40
C9 -1.53 -0.87 1.25  -0.02
O2 -0.01 -2.25 -0.01  -0.04
H1 5.07 -1.53 -0.94  0.07
H2 3.69 -1.69 0.18  0.06
H3 5.31 -1.60 0.82  0.07
H4 5.47 0.74 0.46  0.11
H5 4.31 0.73 -0.84  0.10
H6 2.52 0.20 0.90  0.09
H7 3.77 0.36 2.14  0.11
H8 4.28 2.68 0.98  0.11
H9 2.93 2.62 2.10  0.10
H10 2.74 3.66 -0.36  0.10
H11 2.34 2.02 -0.82  0.08
H12 0.71 2.28 1.32  0.07
H13 0.79 4.01 0.90  0.08
H14 -1.56 3.58 -0.49  -0.04
H15 0.11 3.12 -2.11  -0.02
H16 0.44 -0.13 -1.49  0.14
H17 0.61 0.32 0.23  0.09
H18 -1.68 -1.32 -0.85  0.12
H19 -1.25 -1.66 1.94  0.08
H20 -2.61 -0.76 1.19  0.08
H21 -1.14 0.07 1.66  0.07
H22 0.83 -2.01 -0.41  0.08
C10 -2.49 7.59 -1.93  -0.01
C11 -2.59 6.75 -0.68  -0.54
O3 -1.82 5.83 -0.45  -0.01
N1 -3.58 7.06 0.21  0.01
C12 -4.58 8.10 0.11  -0.08
H23 -1.66 7.22 -2.52  0.08
H24 -3.40 7.52 -2.52  0.08
H25 -2.31 8.64 -1.68  0.08
H26 -3.59 6.46 1.02  0.14
H27 -4.49 8.79 0.96  0.08
H28 -5.58 7.67 0.12  0.08
H29 -4.45 8.67 -0.81  0.07
C13 1.84 -5.56 -3.84  -0.01
C14 1.84 -6.53 -2.68  -0.56
O4 2.68 -7.42 -2.59  0.02
N2 0.88 -6.37 -1.74  0.01
C15 -0.19 -5.38 -1.69  -0.07
H30 2.66 -5.81 -4.50  0.08
H31 0.90 -5.63 -4.40  0.08
H32 1.97 -4.53 -3.49  0.08
H33 0.94 -7.05 -1.00  0.14
H34 -0.08 -4.79 -0.77  0.07
H35 -1.14 -5.88 -1.68  0.06
H36 -0.15 -4.71 -2.54  0.06
C16 -5.03 -4.33 -3.50  -0.01
C17 -3.62 -4.06 -3.03  -0.53
O5 -2.84 -4.97 -2.76  0.03
N3 -3.24 -2.77 -2.90  0.01
C18 -4.01 -1.57 -3.16  -0.07
H37 -5.18 -5.41 -3.54  0.08
H38 -5.76 -3.91 -2.81  0.08
H39 -5.19 -3.91 -4.49  0.08
H40 -2.29 -2.66 -2.58  0.12
H41 -3.52 -0.97 -3.93  0.09
H42 -4.08 -0.96 -2.25  0.08
H43 -5.01 -1.82 -3.50  0.07
C19 1.19 -0.34 4.54  -0.01
C20 2.34 0.39 5.21  -0.55
O6 2.76 1.45 4.77  0.03
N4 2.88 -0.17 6.31  0.01
C21 2.51 -1.41 6.97  -0.08
H44 0.87 0.24 3.68  0.07
H45 1.50 -1.33 4.21  0.09
H46 0.35 -0.44 5.23  0.09
H47 3.64 0.37 6.71  0.14
H48 2.21 -1.22 8.00  0.08
H49 3.36 -2.10 6.98  0.08
H50 1.69 -1.89 6.45  0.07

Spin multiplicity = 1
HOMO = -8.8 eV
Kohn-Sham gap = 9.35 eV
E = -48712.9190 eV
SMILES = CCCCCC[SiH2]OC[C@H](C)O.CNC(C)=O.CNC(C)=O.CNC(C)=O.CNC(C)=O
Energy above the lowest of the compared OMol25 structures with the same formula, charge and spin = 0.0 kcal per mole
LUMO = 0.02134 hartree

=====

No. 4
Computed, not measured: a molecular structure, C9H16CeN3Se at a distorted geometry, with ωB97M-V/def2-TZVPD.

Last column: Löwdin charge in e.
Cartesian coordinates (Å):
C1 -1.12 0.63 -4.81  -0.33
Ce1 0.15 0.56 -3.03  0.92
N1 1.23 -1.68 -4.10  -0.03
H1 -0.90 1.28 -1.74  -0.16
H2 1.24 2.09 -3.04  -0.19
H3 -1.52 1.71 -4.87  0.06
H4 -1.95 -0.16 -4.88  0.06
H5 -0.35 0.56 -5.68  0.06
H6 0.81 -2.30 -3.37  0.00
H7 2.25 -1.60 -3.96  0.07
H8 1.05 -2.04 -5.06  0.08
C2 -2.33 0.06 1.07  -0.02
N2 -0.91 -0.16 1.29  -0.07
C3 -0.07 -0.76 0.39  -0.71
Se1 -0.65 -1.89 -0.97  0.68
N3 1.15 -0.81 1.03  0.11
C4 1.08 -0.30 2.31  -0.18
C5 2.07 -0.07 3.27  0.01
C6 1.65 0.62 4.42  -0.06
C7 0.33 1.05 4.58  -0.06
C8 -0.65 0.81 3.61  0.01
C9 -0.23 0.12 2.48  -0.16
H9 -2.75 0.63 1.91  0.09
H10 -2.87 -0.89 0.99  0.10
H11 -2.47 0.63 0.14  0.08
H12 1.98 -1.22 0.59  0.17
H13 3.08 -0.43 3.09  0.12
H14 2.37 0.82 5.20  0.11
H15 0.02 1.59 5.47  0.11
H16 -1.70 1.13 3.69  0.12

Spin multiplicity = 1
Net charge = +1
HOMO (alpha / beta) = -11.5 / -11.5 eV
Kohn-Sham gap (alpha / beta) = 7.45 / 7.46 eV
E = -92327.9589 eV
LUMO (alpha / beta) = -0.14750 / -0.14743 hartree

=====

No. 5
Computed, not measured: a gas-phase ion, C4H9N2 (charge +1) at a distorted geometry, with ωB97M-V/def2-TZVPD.

Last column: Löwdin charge in e.
Cartesian coordinates (Å):
C1 0.55 -1.00 2.28  0.13
C2 0.85 -1.05 1.01  -0.11
C3 -1.19 1.60 -0.26  0.02
C4 0.46 -0.56 -1.43  0.09
N1 -0.51 0.62 0.49  0.07
N2 0.17 -0.29 0.08  -0.13
H1 1.15 -1.49 2.96  0.07
H2 0.00 -0.23 2.70  0.07
H3 1.66 -1.68 0.66  0.14
H4 -2.09 1.51 0.31  0.12
H5 -1.11 1.39 -1.28  0.07
H6 -0.60 2.41 0.13  0.13
H7 0.97 -1.51 -1.44  0.08
H8 1.32 0.25 -1.72  0.17
H9 -0.43 -0.29 -1.98  0.08

Spin multiplicity = 1
Net charge = +1
HOMO = -15.1 eV
Kohn-Sham gap = 9.68 eV
E = -7263.7355 eV
SMILES = C=C/[N+](C)=N/C
Energy above the lowest of the compared OMol25 structures with the same formula, charge and spin = 101.6 kcal per mole
LUMO = -0.19869 hartree

=====

No. 6
Computed, not measured: a molecular structure, C11H11ClN2O2Re at a distorted geometry, with ωB97M-V/def2-TZVPD.

Last column: Löwdin spin population.
Cartesian coordinates (Å):
Cl1 0.57 -2.48 -3.01  0.71
C1 1.20 1.51 -0.82  0.08
C2 -0.12 2.05 -0.55  0.06
C3 -1.04 1.39 -1.42  0.02
H1 -0.35 2.81 0.19  0.01
C4 -0.32 0.44 -2.23  0.03
C5 1.07 0.52 -1.84  0.01
H2 1.83 -0.09 -2.30  0.00
H3 2.11 1.81 -0.31  0.01
H4 -2.11 1.58 -1.51  0.00
C6 -0.85 -0.18 -3.46  0.19
Re1 -0.15 -0.11 -0.21  1.42
C7 -2.03 -0.75 -0.05  0.05
O1 -3.16 -1.04 0.07  0.06
C8 0.66 -1.97 -0.34  0.06
O2 1.18 -2.99 -0.41  0.06
H5 -1.91 -0.39 -3.39  0.00
H6 -0.35 -1.18 -3.61  0.05
H7 -0.64 0.45 -4.34  0.01
N1 0.75 0.82 2.60  0.01
C9 0.87 0.52 3.90  0.04
C10 0.39 -0.77 4.06  0.02
C11 -0.02 -1.22 2.81  0.02
N2 0.22 -0.24 1.92  0.07
H8 1.02 1.70 2.14  0.00
H9 1.28 1.23 4.61  0.00
H10 0.35 -1.30 4.97  0.00
H11 -0.44 -2.14 2.53  0.00

Spin multiplicity = 4
Net charge = +2
HOMO (alpha / beta) = -16.9 / -17.4 eV
Kohn-Sham gap (alpha / beta) = 9.51 / 6.70 eV
E = -33293.1609 eV
Energy above the lowest of the compared OMol25 structures with the same formula, charge and spin = 32.1 kcal per mole
LUMO (alpha / beta) = -0.27193 / -0.39180 hartree

=====

No. 7
Computed, not measured: a molecular structure, C14H22O5PY at a distorted geometry, with ωB97M-V/def2-TZVPD.

Last column: Löwdin charge in e.
Cartesian coordinates (Å):
O1 0.06 3.92 -3.01  0.19
C1 0.20 2.78 -2.89  0.01
Y1 0.46 0.37 -2.46  0.90
C2 0.33 -2.03 -2.80  -0.09
O2 0.18 -3.11 -3.19  0.18
C3 -0.01 -0.42 -4.70  -0.33
O3 -0.15 -1.09 -5.66  0.15
C4 2.75 -0.02 -3.14  0.05
O4 3.86 -0.23 -3.39  0.22
C5 -1.81 -0.04 -3.11  -0.04
O5 -2.86 -0.30 -3.54  0.21
H1 0.29 0.75 -4.61  0.05
C6 2.72 0.82 0.92  -0.11
C7 1.61 -0.09 1.48  -0.54
C8 1.29 0.29 2.93  -0.09
P1 0.20 -0.21 0.31  0.98
C9 -0.63 -1.83 0.64  -0.55
C10 -0.63 -2.25 2.11  -0.09
C11 -2.05 -1.93 0.04  -0.09
C12 -1.00 1.15 0.77  -0.54
C13 -1.81 0.90 2.04  -0.09
C14 -0.33 2.53 0.79  -0.10
H2 2.40 1.87 0.89  0.07
H3 3.04 0.52 -0.09  0.05
H4 3.58 0.74 1.59  0.10
H5 2.00 -1.12 1.49  0.12
H6 0.99 1.34 3.04  0.08
H7 0.55 -0.35 3.41  0.07
H8 2.22 0.17 3.52  0.11
H9 0.02 -2.53 0.09  0.10
H10 -1.26 -1.59 2.72  0.08
H11 -1.05 -3.26 2.18  0.10
H12 0.38 -2.28 2.53  0.08
H13 -2.10 -1.64 -1.02  0.04
H14 -2.37 -2.98 0.12  0.11
H15 -2.76 -1.31 0.60  0.08
H16 -1.71 1.14 -0.09  0.09
H17 -1.17 0.86 2.93  0.08
H18 -2.50 1.75 2.17  0.10
H19 -2.42 -0.01 1.99  0.06
H20 0.17 2.80 -0.15  0.04
H21 -1.12 3.28 0.95  0.10
H22 0.40 2.64 1.61  0.08

Spin multiplicity = 1
Net charge = +2
HOMO = -15.6 eV
Kohn-Sham gap = 5.99 eV
E = -35425.5702 eV
LUMO = -0.35189 hartree

=====

No. 8
Computed, not measured: a single C17H14O4S molecule at a distorted geometry, with ωB97M-V/def2-TZVPD.

Last column: Löwdin charge in e.
Cartesian coordinates (Å):
O1 2.55 0.31 -1.89  0.11
O2 3.85 -1.26 4.36  0.04
O3 -1.19 1.70 -5.60  0.03
O4 -3.43 -0.35 -1.85  0.03
S1 -1.73 -0.99 0.73  0.98
C1 1.36 0.03 -1.63  -0.27
C2 0.84 -0.47 -0.34  -0.10
C3 -0.55 -0.59 -0.54  -0.36
C4 3.41 -0.02 2.33  -0.02
C5 2.05 -1.94 2.92  0.01
C6 -2.28 0.68 -3.71  0.06
C7 2.68 0.19 1.18  -0.01
C8 1.31 -1.71 1.75  -0.03
C9 0.16 0.91 -3.73  0.06
C10 3.12 -1.07 3.21  -0.30
C11 -1.11 1.14 -4.33  -0.26
C12 -2.26 0.07 -2.46  -0.21
C13 1.61 -0.67 0.86  -0.19
C14 0.22 0.33 -2.47  -0.11
C15 -0.98 -0.09 -1.82  -0.11
C16 -3.08 0.49 2.59  -0.17
C17 -1.88 0.57 1.66  -0.49
H1 4.65 -0.73 4.32  0.10
H2 -0.32 1.98 -5.97  0.12
H3 -3.19 -0.81 -1.04  0.01
H4 4.17 0.68 2.61  0.10
H5 1.87 -2.75 3.60  0.11
H6 -3.25 0.85 -4.19  0.14
H7 2.89 1.04 0.55  0.11
H8 0.59 -2.41 1.47  0.07
H9 1.09 1.25 -4.22  0.13
H10 -3.16 1.42 3.18  0.08
H11 -3.02 -0.35 3.29  0.07
H12 -4.00 0.34 2.02  0.07
H13 -2.04 1.39 0.97  0.08
H14 -0.96 0.84 2.18  0.08

Spin multiplicity = 1
HOMO = -7.7 eV
Kohn-Sham gap = 6.37 eV
E = -36880.6805 eV
SMILES = CCSC1=C(c2ccc(O)cc2)C(=O)c2cc(O)cc(O)c21
Energy above the lowest of the compared OMol25 structures with the same formula, charge and spin = 13.9 kcal per mole
LUMO = -0.04727 hartree

=====

What did the sixth record say?
Computed, not measured: a molecular structure, C11H11ClN2O2Re at a distorted geometry, with ωB97M-V/def2-TZVPD.

Last column: Löwdin spin population.
Cartesian coordinates (Å):
Cl1 0.57 -2.48 -3.01  0.71
C1 1.20 1.51 -0.82  0.08
C2 -0.12 2.05 -0.55  0.06
C3 -1.04 1.39 -1.42  0.02
H1 -0.35 2.81 0.19  0.01
C4 -0.32 0.44 -2.23  0.03
C5 1.07 0.52 -1.84  0.01
H2 1.83 -0.09 -2.30  0.00
H3 2.11 1.81 -0.31  0.01
H4 -2.11 1.58 -1.51  0.00
C6 -0.85 -0.18 -3.46  0.19
Re1 -0.15 -0.11 -0.21  1.42
C7 -2.03 -0.75 -0.05  0.05
O1 -3.16 -1.04 0.07  0.06
C8 0.66 -1.97 -0.34  0.06
O2 1.18 -2.99 -0.41  0.06
H5 -1.91 -0.39 -3.39  0.00
H6 -0.35 -1.18 -3.61  0.05
H7 -0.64 0.45 -4.34  0.01
N1 0.75 0.82 2.60  0.01
C9 0.87 0.52 3.90  0.04
C10 0.39 -0.77 4.06  0.02
C11 -0.02 -1.22 2.81  0.02
N2 0.22 -0.24 1.92  0.07
H8 1.02 1.70 2.14  0.00
H9 1.28 1.23 4.61  0.00
H10 0.35 -1.30 4.97  0.00
H11 -0.44 -2.14 2.53  0.00

Spin multiplicity = 4
Net charge = +2
HOMO (alpha / beta) = -16.9 / -17.4 eV
Kohn-Sham gap (alpha / beta) = 9.51 / 6.70 eV
E = -33293.1609 eV
Energy above the lowest of the compared OMol25 structures with the same formula, charge and spin = 32.1 kcal per mole
LUMO (alpha / beta) = -0.27193 / -0.39180 hartree